Entry 1:
ORCA calculation (ωB97M-V with the def2-TZVPD basis set) on a structure of composition C56H49BaN2OP3S2 at a distorted geometry.

The geometry in XYZ format:
```
114
Properties=species:S:1:pos:R:3:lowdin_charge:R:1
Ba -2.61 1.00 0.27 1.274
S -2.96 -0.89 2.41 0.094
P -2.75 -2.08 0.74 0.314
C -3.17 -1.37 -0.71 -0.789
P -2.39 -1.05 -2.14 0.351
S -2.20 0.96 -2.61 0.067
C -3.37 -1.77 -3.52 -0.351
C -4.36 -2.70 -3.23 -0.081
C -5.11 -3.28 -4.25 -0.081
C -4.87 -2.92 -5.57 -0.094
C -3.87 -1.99 -5.87 -0.085
C -3.13 -1.42 -4.85 -0.107
C -0.70 -1.69 -2.51 -0.277
C 0.51 -0.81 -2.29 -0.266
C 1.81 -1.18 -3.09 -0.136
C 1.80 -2.51 -3.78 -0.039
C 0.74 -3.31 -3.71 -0.060
C -0.54 -2.86 -3.13 -0.081
C -3.84 -3.52 1.08 -0.339
C -5.09 -3.56 0.48 -0.098
C -5.98 -4.59 0.76 -0.084
C -5.61 -5.60 1.64 -0.095
C -4.36 -5.56 2.25 -0.085
C -3.48 -4.52 1.97 -0.086
C -1.09 -2.85 0.83 -0.348
C -0.80 -3.93 0.00 -0.099
C 0.41 -4.60 0.10 -0.077
C 1.35 -4.19 1.04 -0.114
C 1.08 -3.11 1.87 -0.086
C -0.14 -2.44 1.76 -0.116
H -4.53 -2.97 -2.19 0.070
H -5.88 -4.00 -4.02 0.100
H -5.45 -3.37 -6.37 0.099
H -3.68 -1.71 -6.89 0.100
H -2.37 -0.69 -5.07 0.090
H 0.23 0.24 -2.37 0.051
H 2.26 -0.39 -3.69 0.128
H 2.69 -2.82 -4.31 0.110
H 0.76 -4.28 -4.19 0.102
H -1.40 -3.50 -3.30 0.108
H -5.37 -2.76 -0.20 0.086
H -6.95 -4.61 0.30 0.100
H -6.29 -6.41 1.86 0.098
H -4.06 -6.34 2.94 0.100
H -2.51 -4.50 2.45 0.109
H -1.54 -4.26 -0.73 0.111
H 0.61 -5.44 -0.55 0.106
H 2.28 -4.73 1.14 0.099
H 1.80 -2.79 2.60 0.104
H -0.37 -1.62 2.43 0.056
C 3.46 3.11 -1.06 -0.042
C 2.26 2.71 -1.91 -0.382
C 2.64 2.53 -3.38 -0.063
C 1.10 3.69 -1.78 -0.260
C 1.38 5.15 -2.21 -0.065
O 1.20 5.94 -1.00 0.000
C 0.81 5.05 -0.05 -0.339
N 0.70 3.83 -0.37 0.126
C 0.55 5.60 1.29 -0.134
C 0.90 6.92 1.54 -0.012
C 0.70 7.48 2.79 -0.065
C 0.15 6.71 3.80 -0.068
C -0.20 5.38 3.56 -0.079
C 0.01 4.80 2.31 -0.287
P -0.41 3.04 1.97 1.021
C 1.18 2.17 2.20 -0.387
C 1.36 0.95 1.57 -0.107
C 2.53 0.22 1.75 -0.072
C 3.53 0.72 2.57 -0.071
C 3.37 1.95 3.20 -0.078
C 2.19 2.67 3.02 -0.088
C -1.33 2.51 3.46 -0.428
C -2.66 2.93 3.57 -0.152
C -3.49 2.46 4.57 -0.085
C -3.00 1.52 5.48 -0.085
C -1.69 1.09 5.38 -0.080
C -0.86 1.58 4.38 -0.086
H 4.27 2.38 -1.17 0.062
H 3.20 3.15 0.00 0.074
H 3.87 4.08 -1.36 0.085
H 1.88 1.75 -1.53 0.118
H 3.07 3.45 -3.79 0.080
H 1.77 2.26 -3.99 0.086
H 3.39 1.74 -3.49 0.067
H 0.25 3.29 -2.34 0.130
H 0.68 5.51 -2.95 0.127
H 2.40 5.32 -2.57 0.115
H 1.32 7.51 0.74 0.117
H 0.97 8.51 2.98 0.106
H -0.01 7.13 4.79 0.106
H -0.62 4.79 4.36 0.104
H 0.62 0.54 0.89 0.070
H 2.63 -0.74 1.25 0.079
H 4.45 0.16 2.71 0.104
H 4.15 2.35 3.83 0.103
H 2.07 3.62 3.52 0.106
H -3.05 3.66 2.85 0.102
H -4.51 2.80 4.64 0.106
H -3.65 1.12 6.25 0.106
H -1.31 0.34 6.07 0.108
H 0.16 1.22 4.31 0.103
N 1.25 -1.07 -1.01 0.232
C 2.33 -1.27 -1.66 -0.218
C 3.67 -1.58 -1.11 -0.165
C 4.68 -0.63 -1.18 -0.028
C 5.94 -0.90 -0.67 -0.075
C 6.20 -2.14 -0.10 -0.087
C 5.19 -3.10 -0.04 -0.070
C 3.93 -2.82 -0.54 -0.027
H 4.47 0.34 -1.62 0.090
H 6.72 -0.15 -0.72 0.104
H 7.18 -2.36 0.30 0.102
H 5.39 -4.07 0.40 0.104
H 3.14 -3.55 -0.50 0.089
```

The calculation puts the largest force on an atom at 1.722 eV/Å. The LUMO energy comes out at 0.029 eV. As for the energy relative to the best compared isomer or geometry (same formula, charge and spin): 0.0000 eV. For the frontier orbital gap, the calculation gives 0.26448 hartree. For the total energy, the calculation gives -4194.09113 hartree. For the HOMO energy, the calculation gives -7.17 eV.


Entry 2:
ORCA calculation (ωB97M-V with the def2-TZVPD basis set) on a cluster of 2 separate species, C27H31N4O in total at a distorted geometry.

The geometry in XYZ format:
```
63
Properties=species:S:1:pos:R:3:lowdin_charge:R:1
C -6.01 0.07 -2.01 -0.072
N -4.99 -0.43 -2.92 -0.256
C -5.40 -1.59 -3.69 -0.075
C -3.63 -0.13 -2.71 -0.241
C -2.87 -0.82 -1.74 0.017
C -1.56 -0.47 -1.51 -0.041
C -0.94 0.58 -2.23 -0.214
C 0.46 0.90 -2.02 0.079
C 1.47 -0.02 -2.30 -0.133
C 2.90 0.27 -2.42 -0.112
C 3.63 1.45 -2.45 -0.004
C 5.02 1.36 -2.64 -0.055
C 5.66 0.12 -2.78 -0.055
C 4.93 -1.07 -2.77 0.008
C 3.55 -0.97 -2.61 -0.151
N 2.57 -1.97 -2.65 -0.052
C 2.80 -3.39 -2.88 0.014
C 1.34 -1.42 -2.49 0.072
C -1.72 1.30 -3.17 -0.011
C -3.02 0.92 -3.44 0.014
H -5.62 0.93 -1.45 0.092
H -6.88 0.38 -2.60 0.087
H -6.33 -0.71 -1.31 0.083
H -4.58 -1.92 -4.33 0.091
H -5.72 -2.42 -3.03 0.082
H -6.26 -1.31 -4.31 0.087
H -3.35 -1.63 -1.18 0.129
H -0.98 -0.97 -0.73 0.086
H 0.76 1.93 -1.86 0.134
H 3.11 2.40 -2.34 0.117
H 5.61 2.28 -2.68 0.112
H 6.75 0.09 -2.89 0.113
H 5.38 -2.06 -2.88 0.109
H 3.87 -3.58 -2.93 0.088
H 2.35 -3.97 -2.06 0.107
H 2.32 -3.70 -3.81 0.111
H 0.43 -2.02 -2.54 0.152
H -1.26 2.12 -3.71 0.123
H -3.61 1.42 -4.21 0.126
C 1.40 1.29 6.79 -0.181
C 1.29 1.69 5.33 -0.155
N 0.55 0.65 4.64 -0.119
C 0.57 0.67 3.23 -0.223
C 0.55 1.86 2.48 0.027
C 0.46 1.76 1.08 -0.104
N 0.52 0.60 0.44 0.037
C 0.61 -0.54 1.15 -0.124
C 0.57 -0.56 2.54 0.021
C -0.76 0.30 5.21 -0.138
C -0.65 0.08 6.72 -0.180
O 0.11 1.11 7.37 -0.133
H 2.01 0.37 6.85 0.133
H 1.86 2.10 7.38 0.132
H 0.78 2.68 5.24 0.127
H 2.29 1.76 4.88 0.136
H 0.55 2.84 2.96 0.116
H 0.34 2.66 0.48 0.115
H 0.68 -1.48 0.60 0.108
H 0.59 -1.50 3.08 0.123
H -1.49 1.11 5.02 0.136
H -1.12 -0.62 4.73 0.124
H -1.65 0.15 7.17 0.133
H -0.21 -0.92 6.90 0.129
```

The calculation puts the largest force on an atom at 1.785 eV/Å. The LUMO energy comes out at -4.240 eV. As for the energy relative to the best compared isomer or geometry (same formula, charge and spin): 0.0000 eV. For the frontier orbital gap, the calculation gives 0.22788 hartree. As for the charge: +1. For the total energy, the calculation gives -1341.43544 hartree. For the HOMO energy, the calculation gives -10.44 eV.


Entry 3:
ORCA calculation (ωB97M-V with the def2-TZVPD basis set) on a cluster of 2 separate species, C9H14O in total at a distorted geometry.

The geometry in XYZ format:
```
24
Properties=species:S:1:pos:R:3:lowdin_charge:R:1
C -1.75 -2.82 1.34 -0.158
C -2.94 -1.90 1.48 -0.154
H -1.92 -3.83 1.02 0.070
H -1.21 -2.64 0.40 0.029
H -1.12 -2.86 2.21 0.069
H -3.86 -2.32 1.11 0.068
H -2.90 -0.88 1.08 0.049
H -3.18 -1.96 2.54 0.074
C 3.46 1.88 -0.54 -0.019
C -0.54 0.74 -0.76 -0.210
C -0.26 2.12 -0.57 0.049
C 0.41 -0.28 -0.83 0.069
C 1.03 2.46 -0.65 0.017
C 1.73 0.14 -0.92 0.028
C 2.07 1.47 -0.78 -0.195
O -1.88 0.57 -0.76 0.157
H -0.91 2.97 -0.60 0.150
H -2.07 -0.37 -0.92 0.134
H 0.06 -1.31 -0.74 0.123
H 1.53 3.46 -0.54 0.157
H 2.54 -0.54 -1.19 0.147
H 3.95 1.19 0.17 0.117
H 3.60 2.88 -0.12 0.098
H 4.16 1.82 -1.41 0.130
```

The calculation puts the largest force on an atom at 4.032 eV/Å. As for the multiplicity: 2. The LUMO energy (spin up / spin down) comes out at -3.812 / -7.545 eV. As for the energy relative to the best compared isomer or geometry (same formula, charge and spin): 1.2140 eV. For the frontier orbital gap (spin up / spin down), the calculation gives 0.37634 / 0.25311 hartree. As for the charge: +1. For the total energy, the calculation gives -426.23163 hartree. For the HOMO energy (spin up / spin down), the calculation gives -14.05 / -14.43 eV.


Entry 4:
ORCA calculation (ωB97M-V with the def2-TZVPD basis set) on a cluster of 2 separate species, CHBrN5 in total at a distorted geometry.

The geometry in XYZ format:
```
8
Properties=species:S:1:pos:R:3:lowdin_charge:R:1
C 0.36 0.21 0.08 -0.326
N 0.96 -0.41 -0.90 -0.069
N 0.55 1.50 0.23 -0.072
N 1.66 0.59 -1.40 -0.161
N 1.46 1.69 -0.71 -0.166
N -1.29 -1.09 1.43 -0.479
Br -2.18 -2.30 0.31 0.379
H -1.52 -0.18 0.96 -0.107
```

The calculation puts the largest force on an atom at 2.385 eV/Å. The LUMO energy (spin up / spin down) comes out at 2.692 / 3.068 eV. As for the energy relative to the best compared isomer or geometry (same formula, charge and spin): 1.8900 eV. For the frontier orbital gap (spin up / spin down), the calculation gives 0.28670 / 0.31370 hartree. As for the charge: -1. For the total energy, the calculation gives -2886.35814 hartree. For the HOMO energy (spin up / spin down), the calculation gives -5.11 / -5.47 eV.


Entry 5:
ORCA calculation (ωB97M-V with the def2-TZVPD basis set) on a structure of composition C11H10BaBrF3O3S at a distorted geometry.

The geometry in XYZ format:
```
30
Properties=species:S:1:pos:R:3:lowdin_charge:R:1
C -1.09 -1.02 -2.66 -0.219
C -1.22 -2.07 -1.70 -0.275
C -2.12 -1.61 -0.68 -0.333
H -0.79 -3.06 -1.76 0.067
C -2.49 -0.27 -1.00 -0.257
C -1.85 0.09 -2.22 -0.210
H -2.04 0.99 -2.79 0.064
H -0.59 -1.10 -3.61 0.068
H -2.51 -2.20 0.15 0.074
H -3.25 0.31 -0.47 0.069
Ba 0.41 -0.53 0.51 1.579
Br 1.77 -3.14 0.96 -0.538
C 2.83 1.26 -0.66 -0.298
C 1.93 1.99 -1.49 -0.230
C 1.61 1.17 -2.61 -0.216
H 1.64 3.03 -1.35 0.058
C 2.29 -0.06 -2.47 -0.218
C 3.03 -0.03 -1.25 -0.298
H 3.66 -0.82 -0.86 0.057
H 3.34 1.65 0.23 0.064
H 1.04 1.48 -3.48 0.065
H 2.32 -0.85 -3.21 0.067
F -1.14 -0.22 5.74 0.101
C -1.02 0.86 4.94 -0.597
F -2.08 1.68 5.16 0.094
F 0.11 1.52 5.27 0.105
S -1.02 0.31 3.11 0.446
O -1.10 -1.16 3.08 -0.380
O -2.03 1.05 2.35 -0.329
O 0.37 0.75 2.74 -0.579
```

The calculation puts the largest force on an atom at 2.448 eV/Å. The LUMO energy comes out at 4.768 eV. For the frontier orbital gap, the calculation gives 0.20712 hartree. As for the charge: -2. For the total energy, the calculation gives -3948.31688 hartree. For the HOMO energy, the calculation gives -0.87 eV.


Entry 6:
ORCA calculation (ωB97M-V with the def2-TZVPD basis set) on the molecule C6H6ClNSe at a distorted geometry.

The geometry in XYZ format:
```
15
Properties=species:S:1:pos:R:3:lowdin_charge:R:1
C 0.79 -2.17 0.18 -0.065
C 0.41 -0.76 0.01 -0.238
C 2.13 -2.64 0.27 -0.155
C 1.32 0.20 -0.15 -0.467
C 3.46 -0.69 0.08 -0.698
C -0.69 2.06 0.16 -0.382
N 3.28 -1.91 0.23 -0.012
Cl 4.67 0.33 -0.12 0.787
Se 1.24 2.04 -0.10 0.916
H -0.09 -2.74 0.31 0.075
H -0.63 -0.70 -0.32 0.094
H 2.34 -3.71 0.65 0.114
H -0.85 3.05 0.48 -0.003
H -1.05 1.72 -0.84 0.048
H -0.72 1.38 0.94 -0.013
```

The calculation puts the largest force on an atom at 6.524 eV/Å. The LUMO energy (spin up / spin down) comes out at 0.149 / 0.149 eV. For the frontier orbital gap (spin up / spin down), the calculation gives 0.28820 / 0.28822 hartree. For the total energy, the calculation gives -3148.41463 hartree. For the HOMO energy (spin up / spin down), the calculation gives -7.69 / -7.69 eV.